# 1
Molecular formula: C6H10N4
Method: DFT, wB97M-V/def2-TZVPD

Properties
* charge: +2
* LUMO (alpha / beta): -7.11 / -7.26 eV
* largest force on an atom: 2.42 eV/Å
* relative energy (zero: lowest compared OMol25 entry of this formula, charge and spin): 61.6 kcal/mol
* electronic energy: -12324.18138 eV

Positions of all 20 atoms, in Å:
C1 3.999 1.924 0.799
C2 2.639 1.753 0.256
C3 4.952 1.217 0.191
C4 3.152 -1.775 -0.241
C5 2.456 0.525 -0.165
C6 4.613 0.118 -0.798
N1 2.103 -2.334 0.231
N2 3.310 -0.420 -0.428
N3 1.229 -2.925 0.611
N4 -10.904 -0.440 0.106
H1 4.192 2.688 1.532
H2 1.939 2.568 0.227
H3 5.999 1.426 0.337
H4 3.972 -2.424 -0.511
H5 4.630 0.547 -1.811
H6 5.351 -0.684 -0.771
H7 -10.143 0.033 -0.400
H8 -11.225 -1.260 -0.429
H9 -11.691 0.212 0.231
H10 -10.572 -0.746 1.031

# 2
Molecular formula: C6H10N4O
Method: DFT, wB97M-V/def2-TZVPD

Properties
* charge: 0
* LUMO (alpha / beta): -0.30 / -0.30 eV
* largest force on an atom: 3.89 eV/Å
* relative energy (zero: lowest compared OMol25 entry of this formula, charge and spin): 102.1 kcal/mol
* electronic energy: -14387.19992 eV

Positions of all 21 atoms, in Å:
C1 -3.018 -1.686 -1.175
C2 -3.239 0.216 -0.352
C3 0.781 -0.809 1.044
C4 1.639 1.172 -0.193
C5 0.497 0.131 -0.085
C6 -0.825 0.722 0.018
N1 -3.893 -0.705 -0.965
N2 -1.803 -1.305 -0.757
N3 -1.204 2.029 -1.615
N4 -1.889 -0.078 -0.233
O1 -2.315 1.866 -1.948
H1 -3.192 -2.629 -1.694
H2 -3.792 1.171 -0.153
H3 1.075 -0.388 2.033
H4 1.509 -1.586 0.752
H5 -0.130 -1.371 1.338
H6 1.070 2.053 -0.198
H7 2.311 1.092 -1.155
H8 2.326 1.063 0.589
H9 0.433 -0.420 -1.067
H10 -0.936 1.593 0.606

# 3
Molecular formula: C6H10N4O2
Method: DFT, wB97M-V/def2-TZVPD

Properties
* charge: +2
* LUMO: -7.63 eV
* largest force on an atom: 4.73 eV/Å
* relative energy (zero: lowest compared OMol25 entry of this formula, charge and spin): 65.0 kcal/mol
* electronic energy: -16417.59084 eV

Positions of all 22 atoms, in Å:
C1 0.436 0.902 -1.715
C2 0.836 1.616 0.519
C3 1.521 1.696 -2.043
C4 1.924 2.337 0.154
C5 0.078 0.844 -0.421
C6 -2.110 0.271 -0.063
N1 2.263 2.364 -1.162
N2 -0.891 -0.051 0.114
N3 -0.405 -3.061 0.695
N4 -0.460 -2.198 1.525
O1 -1.288 -4.011 0.524
O2 -1.493 -2.119 2.298
H1 -0.111 0.407 -2.456
H2 0.523 1.445 1.509
H3 1.858 1.658 -3.079
H4 2.501 3.045 0.733
H5 -2.982 -0.403 0.301
H6 -1.373 -1.412 2.998
H7 -2.568 1.235 -0.597
H8 3.030 2.967 -1.368
H9 0.525 -3.152 0.198
H10 -1.815 -4.382 1.338

# 4
Molecular formula: C6H10N4S2
Method: DFT, wB97M-V/def2-TZVPD

Properties
* charge: 0
* 2S+1: 3
* LUMO (alpha / beta): -0.71 / -2.01 eV
* largest force on an atom: 4.19 eV/Å
* <S²>: 2.0170
* electronic energy: -34010.46654 eV

Positions of all 22 atoms, in Å:
C1 0.580 1.188 -2.162
C2 -0.007 1.254 -0.840
C3 -0.909 -0.605 3.083
C4 0.304 -2.058 -1.296
C5 0.791 2.282 -3.090
C6 0.459 -0.595 2.712
N1 0.753 -0.088 -2.475
N2 -1.761 -1.060 2.244
N3 -0.154 -0.001 -0.416
N4 0.278 -0.763 -1.412
S1 -0.333 2.617 0.119
S2 -0.477 -2.895 -0.075
H1 -1.264 -0.199 3.975
H2 0.745 -2.555 -2.072
H3 0.822 3.280 -2.642
H4 0.017 2.296 -3.727
H5 1.815 2.248 -3.391
H6 0.679 -1.431 2.097
H7 1.150 -0.420 3.513
H8 0.612 0.159 1.919
H9 -1.355 -1.544 1.403
H10 -2.745 -1.111 2.535

# 5
Molecular formula: C6H10NO
Method: DFT, wB97M-V/def2-TZVPD

Properties
* charge: +1
* LUMO: -4.63 eV
* largest force on an atom: 4.90 eV/Å
* relative energy (zero: lowest compared OMol25 entry of this formula, charge and spin): 69.2 kcal/mol
* electronic energy: -9911.39092 eV

Positions of all 18 atoms, in Å:
C1 0.329 2.206 1.972
C2 -0.743 1.939 1.192
C3 -1.635 0.206 -0.638
C4 -0.528 -0.762 1.019
C5 0.532 -0.249 0.176
C6 -0.852 0.620 0.426
N1 1.194 -2.035 -2.530
O1 -2.362 -0.042 -1.473
H1 0.232 3.237 2.315
H2 1.137 1.511 2.169
H3 -1.613 2.729 1.156
H4 -1.049 -1.601 0.642
H5 -0.355 -0.843 2.049
H6 1.320 0.318 0.443
H7 0.667 -0.799 -0.830
H8 1.374 -2.931 -2.136
H9 1.962 -1.406 -2.755
H10 0.392 -2.098 -3.196

# 6
Molecular formula: C6H10NO
Method: DFT, wB97M-V/def2-TZVPD

Properties
* charge: +1
* LUMO: -3.34 eV
* largest force on an atom: 4.08 eV/Å
* relative energy (zero: lowest compared OMol25 entry of this formula, charge and spin): 108.3 kcal/mol
* electronic energy: -9909.69578 eV

Positions of all 18 atoms, in Å:
C1 0.310 -0.521 -2.087
C2 1.685 -1.001 0.034
C3 -0.478 0.404 -1.306
C4 -1.235 1.099 -0.699
C5 -2.039 1.824 0.202
C6 0.524 -1.068 2.177
N1 0.560 -1.016 0.939
O1 1.001 -1.508 -1.185
H1 1.093 0.169 -2.615
H2 -0.255 -1.240 -2.853
H3 1.862 0.074 -0.229
H4 2.559 -1.557 0.183
H5 -2.687 1.187 0.817
H6 -1.346 2.094 0.901
H7 -2.490 2.651 -0.306
H8 -0.510 -0.936 2.555
H9 0.241 -1.947 -0.934
H10 1.384 -1.083 2.745

Question: electronic energy of number 5 (C6H10NO)?
Answer: -9911.39092 eV